No. 1
The following is a quantum chemistry calculation of a single C22H26N4O3 molecule, from OMol25.

Its molar mass is 394.5 u. The electronic energy comes out at -35339.4330 eV. The calculation puts the largest force on an atom at 0.029 Eh/bohr. For the HOMO-LUMO gap, the calculation gives 0.2893 hartree. As for the SMILES: COCCNC(=O)Cn1cc(/C=C(\C#N)C(=O)NC2CCCC2)c2ccccc21. The lowest unoccupied orbital energy comes out at -0.013 Ha. Its energy above the lowest of the compared OMol25 structures with the same formula, charge and spin is 2.3669 eV.

Geometry (Å):
C1 0.6531 2.6942 2.3022
H1 0.5060 1.9515 3.0839
O1 2.0497 2.8378 2.1569
C2 2.4429 3.8345 1.2410
C3 2.3039 3.3759 -0.2139
N1 3.0365 2.1405 -0.3809
C4 3.6781 1.8066 -1.5105
O2 3.8034 2.5392 -2.4662
C5 4.2832 0.3918 -1.4957
N2 3.3904 -0.5941 -0.9478
C6 2.0396 -0.5469 -1.0121
C7 1.4807 -1.6582 -0.4069
C8 0.1042 -1.9582 -0.2307
C9 -0.9411 -1.0933 -0.3220
C10 -0.7823 0.2825 -0.5111
N3 -0.6910 1.4279 -0.6080
C11 -2.3248 -1.6270 -0.1258
O3 -2.5287 -2.7979 0.1311
N4 -3.3049 -0.7080 -0.2612
H2 -3.0649 0.2487 -0.4748
C12 -4.7086 -1.0173 -0.1102
H3 -4.7452 -2.0737 0.1653
C13 -5.3598 -0.1262 0.9630
C14 -6.0470 0.9862 0.1759
C15 -6.6050 0.2427 -1.0341
H4 -6.8669 0.9092 -1.8543
H5 -7.4993 -0.3094 -0.7421
C16 -5.4864 -0.7311 -1.4141
H6 -5.8742 -1.6449 -1.8598
H7 -4.8124 -0.2683 -2.1371
H8 -6.8205 1.4899 0.7532
H9 -5.3168 1.7314 -0.1449
H10 -4.6217 0.2458 1.6726
H11 -6.1037 -0.7023 1.5135
H12 -0.1555 -2.9788 0.0243
C17 2.5893 -2.4606 0.0383
C18 2.6873 -3.6779 0.7053
C19 3.9425 -4.1671 0.9962
C20 5.0956 -3.4645 0.6420
C21 5.0257 -2.2530 -0.0139
C22 3.7636 -1.7560 -0.3110
H13 5.9232 -1.7195 -0.2880
H14 6.0616 -3.8803 0.8854
H15 4.0423 -5.1130 1.5068
H16 1.8004 -4.2265 0.9825
H17 1.5421 0.2550 -1.5217
H18 5.1995 0.4145 -0.8973
H19 4.5553 0.1430 -2.5287
H20 2.9635 1.4990 0.3959
H21 1.2487 3.2139 -0.4636
H22 2.7185 4.1177 -0.8981
H23 3.4951 4.0302 1.4656
H24 1.8658 4.7559 1.3953
H25 0.1743 2.3477 1.3811
H26 0.1946 3.6410 2.6094

***

No. 2
The following is a quantum chemistry calculation of a single C22H26N4O3 molecule, from OMol25.

Its molar mass is 394.5 u. The electronic energy comes out at -35339.5635 eV. The calculation puts the largest force on an atom at 0.027 Eh/bohr. For the HOMO-LUMO gap, the calculation gives 0.3292 hartree. As for the SMILES: COc1cccc(CCc2nnc(CCC(=O)NCCc3cccc(C)n3)o2)c1. The lowest unoccupied orbital energy comes out at 0.022 Ha. Its energy above the lowest of the compared OMol25 structures with the same formula, charge and spin is 2.2365 eV.

Geometry (Å):
C1 0.9719 2.0667 -4.1169
H1 0.4951 2.6131 -4.9294
O1 0.4879 0.7517 -4.2064
C2 0.9381 -0.1759 -3.3137
C3 1.8280 0.0888 -2.2811
C4 2.2357 -0.9270 -1.4213
C5 1.7523 -2.2111 -1.6053
C6 0.8628 -2.4772 -2.6357
C7 0.4520 -1.4729 -3.4832
H2 -0.2531 -1.6608 -4.2745
H3 0.4821 -3.4772 -2.7770
H4 2.0721 -3.0046 -0.9444
C8 3.1717 -0.5974 -0.2906
H5 4.0082 -0.0022 -0.6640
H6 3.5742 -1.5132 0.1458
C9 2.4622 0.2165 0.8059
C10 1.4249 -0.5794 1.4986
N1 1.3642 -0.8195 2.7664
N2 0.2768 -1.5935 2.9721
C11 -0.2767 -1.7876 1.8191
O2 0.4042 -1.1658 0.8332
C12 -1.4924 -2.6023 1.5602
H7 -1.3468 -3.5634 2.0616
H8 -2.3483 -2.1264 2.0463
C13 -1.7627 -2.8385 0.0780
C14 -2.0990 -1.6217 -0.7825
O3 -2.1595 -1.7245 -1.9917
N3 -2.3853 -0.4836 -0.1235
H9 -2.1682 -0.3589 0.8589
C15 -2.4729 0.7864 -0.8024
H10 -2.6714 0.5877 -1.8579
H11 -3.2990 1.3591 -0.3716
C16 -1.1620 1.5646 -0.6575
C17 -0.8029 1.8987 0.7668
N4 -1.3861 1.2101 1.7416
C18 -1.0771 1.4538 3.0097
C19 -0.1261 2.4067 3.3603
C20 0.4890 3.1314 2.3557
C21 0.1408 2.8850 1.0382
H12 0.5899 3.4456 0.2314
H13 1.2277 3.8830 2.5943
H14 0.1207 2.5697 4.3971
C22 -1.7823 0.6364 4.0431
H15 -2.7521 0.3145 3.6720
H16 -1.1854 -0.2495 4.2660
H17 -1.9104 1.2047 4.9602
H18 -1.2189 2.4880 -1.2382
H19 -0.3584 0.9501 -1.0798
H20 -0.8947 -3.3062 -0.3919
H21 -2.5969 -3.5367 -0.0255
H22 1.9948 1.0976 0.3599
H23 3.1731 0.5423 1.5657
H24 2.2264 1.0823 -2.1327
H25 0.7025 2.5353 -3.1638
H26 2.0592 2.1073 -4.2454

***

No. 3
The following is a quantum chemistry calculation of a molecular structure, C22H26N4O3S, from OMol25.

Its molar mass is 426.5 u. The electronic energy comes out at -46152.7291 eV. The calculation puts the largest force on an atom at 0.371 Eh/bohr. For the HOMO-LUMO gap, the calculation gives 0.3087 hartree. The lowest unoccupied orbital energy comes out at 0.006 Ha. Its energy above the lowest of the compared OMol25 structures with the same formula, charge and spin is 24.3043 eV.

Geometry (Å):
C1 -7.4172 -3.2568 0.1938
C2 -6.0154 -2.5967 -0.1452
N1 -5.0884 -3.0294 -0.9293
O1 -4.1406 -2.3065 -0.9613
C3 -4.4403 -1.3708 -0.3305
C4 -5.7765 -1.4272 0.4105
H1 -6.3448 -0.7997 1.1682
C5 -3.4943 -0.1229 -0.1881
C6 -2.3638 -0.1608 -0.9295
C7 -1.3272 0.7668 -0.7312
C8 -1.5816 2.0831 0.1700
C9 -2.7994 2.0163 0.8038
C10 -3.6308 0.7503 0.6921
H2 -4.5258 1.0785 1.4435
H3 -2.8722 2.7243 1.4581
C11 -0.5639 2.9447 0.3765
H4 0.4678 2.4445 -0.1393
C12 -0.2484 3.3222 1.7820
H5 -0.9479 4.0135 2.0758
H6 -0.0302 2.5438 2.4234
H7 0.6067 4.0296 1.6457
C13 -1.0804 4.2761 -0.4165
H8 -1.0258 4.0154 -1.5644
H9 -0.3160 5.0484 -0.2969
H10 -1.9423 4.6924 -0.4803
S1 0.1499 0.6938 -1.8078
O2 -0.0258 -0.7399 -2.5384
O3 0.2851 2.0464 -2.5701
N2 1.2411 0.5366 -0.5587
C14 2.6647 0.8660 -1.1333
H11 2.5462 1.9683 -1.7762
C15 3.5933 0.9646 -0.1711
N3 3.6770 -0.2255 0.6999
C16 4.5355 -1.3472 0.2751
N4 5.5137 -0.8591 -0.4892
C17 6.5481 -1.4272 -0.8027
C18 6.5851 -2.9445 -0.6104
C19 5.5327 -3.3862 0.6497
C20 4.5075 -2.5022 0.7770
H12 3.6201 -2.7756 1.4958
H13 5.6037 -4.5078 0.8878
H14 7.2200 -3.5278 -0.5132
H15 7.1714 -1.2484 -1.4511
C21 2.2868 -0.7345 1.2135
H16 2.2472 -1.4608 1.6807
H17 2.1842 0.1524 1.8441
C22 1.4081 -0.7984 0.0791
H18 0.4488 -1.0109 0.4551
H19 1.6236 -1.4225 -0.7418
H20 4.4970 1.2506 -0.3709
H21 3.3438 1.8266 0.6002
H22 2.9918 0.1832 -1.9696
H23 -1.9463 -0.9303 -1.6286
H24 -7.5388 -3.5050 1.2751
H25 -7.3740 -4.2783 -0.2936
H26 -8.2431 -2.5359 -0.0374